[1]
10 unconnected molecules or ions with the total composition C65H142F2N8O10S2 at a distorted geometry, computed with wB97M-V/def2-TZVPD.

Properties
total charge: +4
HOMO energy: -8.8 eV
M: 1298.03 Da
max |F|: 0.2202 hartree/bohr
calculated total energy: -129168.7857 eV

Geometry (Å):
N -0.88 0.82 0.86
S -1.34 0.63 -0.53
O -1.79 -0.77 -0.86
O -0.82 1.47 -1.57
F -2.87 1.20 -0.39
S 0.58 -0.04 0.68
O 1.59 0.62 -0.09
O 0.62 -1.48 0.62
F 1.17 0.30 2.15
C -2.07 7.46 -1.14
C -0.59 7.83 -1.41
C 0.29 7.46 -0.20
N 1.83 7.68 -0.35
C 2.38 6.89 -1.55
C 3.96 6.90 -1.64
C 4.47 6.30 -0.31
C 4.05 7.22 0.85
C 2.51 7.29 1.04
C 2.03 9.19 -0.61
H -2.82 7.89 -1.81
H -2.37 7.80 -0.15
H -2.16 6.38 -1.16
H -0.73 8.89 -1.62
H -0.27 7.47 -2.39
H 0.08 6.45 0.14
H -0.01 8.16 0.58
H 2.02 5.88 -1.37
H 2.00 7.33 -2.48
H 4.30 6.18 -2.39
H 4.32 7.89 -1.92
H 4.06 5.31 -0.14
H 5.56 6.19 -0.33
H 4.56 6.85 1.74
H 4.43 8.21 0.59
H 2.21 6.31 1.40
H 2.24 8.05 1.76
H 3.11 9.21 -0.77
H 1.85 9.79 0.28
H 1.53 9.52 -1.53
C 9.25 1.02 5.06
C 10.62 1.40 5.65
C 11.64 1.78 4.50
N 13.04 2.26 5.06
C 12.87 3.69 5.67
C 14.27 4.28 5.74
C 15.01 4.30 4.42
C 15.34 2.94 3.97
C 13.95 2.24 3.81
C 13.58 1.29 6.15
H 8.59 1.85 4.81
H 8.65 0.42 5.75
H 9.42 0.60 4.07
H 10.99 0.53 6.18
H 10.64 2.22 6.37
H 11.30 2.61 3.88
H 11.90 0.94 3.86
H 12.24 4.23 4.97
H 12.43 3.52 6.66
H 14.14 5.32 6.05
H 14.84 3.82 6.54
H 14.35 4.74 3.67
H 15.91 4.91 4.49
H 15.88 2.99 3.02
H 15.96 2.41 4.70
H 13.40 2.72 3.00
H 14.04 1.21 3.44
H 13.38 0.31 5.72
H 12.98 1.39 7.05
H 14.62 1.56 6.31
C -0.13 4.19 7.56
C -1.74 3.94 7.61
C -2.52 4.84 6.63
N -4.04 4.75 6.82
C -4.45 5.38 8.17
C -5.92 5.61 8.35
C -6.53 6.35 7.13
C -6.21 5.62 5.82
C -4.63 5.56 5.66
C -4.52 3.30 6.74
H 0.06 5.26 7.50
H 0.29 3.65 6.71
H 0.47 3.86 8.40
H -2.00 3.92 8.67
H -1.90 2.89 7.34
H -2.27 4.51 5.63
H -2.21 5.89 6.69
H -3.90 6.32 8.19
H -4.09 4.68 8.92
H -5.99 6.16 9.29
H -6.44 4.66 8.47
H -6.10 7.36 7.13
H -7.60 6.46 7.33
H -6.74 6.22 5.07
H -6.70 4.65 5.85
H -4.17 6.55 5.70
H -4.38 4.99 4.77
H -4.12 2.90 5.81
H -5.61 3.24 6.67
H -4.12 2.81 7.63
C 7.20 -6.07 1.69
C 7.47 -5.64 0.24
C 7.66 -6.75 -0.82
N 7.90 -6.32 -2.26
C 7.86 -7.60 -3.16
C 7.82 -7.26 -4.66
C 6.62 -6.37 -4.95
C 6.70 -5.02 -4.13
C 6.78 -5.30 -2.59
C 9.31 -5.64 -2.29
H 6.25 -6.60 1.74
H 6.99 -5.12 2.19
H 7.99 -6.53 2.27
H 8.26 -4.89 0.29
H 6.57 -5.18 -0.16
H 6.79 -7.41 -0.90
H 8.47 -7.46 -0.69
H 7.03 -8.28 -2.97
H 8.79 -8.12 -2.94
H 7.71 -8.19 -5.21
H 8.69 -6.64 -4.88
H 5.71 -6.85 -4.57
H 6.49 -6.13 -6.01
H 5.82 -4.42 -4.35
H 7.53 -4.35 -4.36
H 5.91 -5.85 -2.23
H 6.85 -4.35 -2.06
H 9.17 -4.73 -1.71
H 9.62 -5.55 -3.33
H 9.91 -6.35 -1.72
C -5.71 -5.81 -12.84
C -5.44 -6.06 -11.38
C -5.03 -4.69 -10.76
N -5.08 -4.61 -9.18
C -4.67 -3.10 -8.83
C -3.14 -2.84 -9.13
C -2.33 -3.85 -8.29
C -2.65 -5.28 -8.70
C -4.12 -5.61 -8.45
C -6.52 -4.85 -8.69
H -6.48 -5.06 -13.04
H -6.11 -6.70 -13.31
H -4.74 -5.59 -13.30
H -4.64 -6.78 -11.24
H -6.29 -6.49 -10.87
H -5.80 -3.98 -11.04
H -4.01 -4.44 -11.07
H -5.28 -2.66 -9.61
H -4.98 -2.90 -7.81
H -3.02 -2.86 -10.21
H -2.93 -1.79 -8.91
H -1.26 -3.76 -8.45
H -2.46 -3.71 -7.22
H -2.45 -5.39 -9.76
H -1.98 -5.98 -8.20
H -4.32 -6.61 -8.83
H -4.38 -5.52 -7.39
H -6.54 -4.50 -7.66
H -6.67 -5.93 -8.70
H -7.14 -4.38 -9.45
C -3.15 -7.36 0.92
C -3.56 -7.42 2.31
C -2.70 -6.44 3.15
N -2.80 -6.60 4.68
C -1.89 -5.43 5.15
C -1.68 -5.38 6.62
C -1.21 -6.77 7.16
C -2.03 -7.96 6.68
C -2.22 -7.97 5.17
C -4.24 -6.41 5.15
H -2.10 -7.60 0.79
H -3.29 -6.30 0.69
H -3.86 -7.83 0.23
H -3.63 -8.46 2.65
H -4.60 -7.08 2.33
H -2.92 -5.40 2.89
H -1.66 -6.60 2.86
H -0.89 -5.57 4.72
H -2.26 -4.46 4.80
H -1.00 -4.60 6.95
H -2.62 -5.07 7.08
H -0.15 -6.93 6.93
H -1.30 -6.80 8.24
H -1.62 -8.87 7.11
H -3.03 -8.08 7.08
H -1.28 -7.99 4.61
H -2.91 -8.71 4.78
H -4.69 -5.47 4.82
H -4.15 -6.46 6.24
H -4.83 -7.24 4.76
C -10.20 -1.30 -1.82
C -10.61 -0.08 -2.60
C -11.51 0.90 -1.76
N -12.22 1.92 -2.62
C -12.94 2.98 -1.78
C -12.02 3.97 -0.98
C -10.98 4.59 -1.94
C -10.28 3.64 -2.89
C -11.29 2.68 -3.61
C -13.29 1.18 -3.48
H -9.40 -1.01 -1.14
H -9.81 -2.06 -2.49
H -10.99 -1.60 -1.13
H -11.19 -0.25 -3.51
H -9.70 0.41 -2.95
H -10.90 1.50 -1.09
H -12.20 0.35 -1.13
H -13.60 2.44 -1.09
H -13.62 3.44 -2.50
H -11.43 3.51 -0.19
H -12.58 4.79 -0.54
H -10.30 5.26 -1.44
H -11.50 5.40 -2.46
H -9.58 3.02 -2.31
H -9.57 4.19 -3.51
H -10.77 1.99 -4.27
H -11.92 3.28 -4.26
H -14.01 1.87 -3.91
H -13.90 0.59 -2.79
H -12.90 0.57 -4.29
O 7.63 1.06 -4.17
C 8.72 0.71 -3.44
O 9.78 0.41 -3.99
O 8.62 0.73 -2.20
H 6.92 1.04 -3.52
O -5.10 3.60 -7.22
C -4.90 4.25 -8.29
O -3.91 4.98 -8.24
O -5.76 4.29 -9.18
H -4.27 3.90 -6.84

***

[2]
C23H28N2O5 in the gas phase, computed with wB97M-V/def2-TZVPD.

Properties
HOMO energy: -7.9 eV
M: 412.49 Da
SMILES string: CCOc1ccc(N2C[C@H](C(=O)NCCc3ccc(OC)c(OC)c3)CC2=O)cc1
max |F|: 0.0128 hartree/bohr
energy relative to the best compared isomer or geometry (same formula, charge and spin): 182.6 kJ/mol
calculated total energy: -37523.6387 eV

Geometry (Å):
C 4.88 0.66 2.81
C 3.47 0.61 3.39
H 3.49 0.91 4.44
H 3.05 -0.40 3.33
O 2.59 1.54 2.77
C 2.10 1.28 1.53
C 1.34 2.30 0.96
C 0.79 2.16 -0.29
C 0.99 0.99 -1.02
C 1.72 -0.04 -0.44
C 2.28 0.10 0.82
H 2.83 -0.73 1.22
H 1.87 -0.96 -0.98
N 0.45 0.84 -2.31
C 1.03 0.16 -3.33
O 2.06 -0.47 -3.28
C 0.15 0.32 -4.56
C -1.17 0.86 -4.02
H -1.66 1.55 -4.70
C -2.17 -0.27 -3.75
O -3.27 -0.30 -4.28
N -1.72 -1.23 -2.92
H -0.85 -1.11 -2.44
C -2.54 -2.35 -2.51
H -3.31 -2.48 -3.27
C -3.19 -2.09 -1.14
C -2.18 -1.81 -0.06
C -1.29 -2.79 0.35
C -0.41 -2.53 1.38
C -0.40 -1.31 2.05
C -1.27 -0.29 1.60
C -2.14 -0.57 0.56
H -2.83 0.19 0.23
O -1.20 0.92 2.23
C -2.08 1.94 1.83
H -3.12 1.66 1.97
H -1.84 2.79 2.47
H -1.91 2.22 0.78
O 0.49 -1.21 3.08
C 0.19 -0.36 4.17
H -0.86 -0.46 4.47
H 0.83 -0.70 4.98
H 0.41 0.68 3.94
H 0.27 -3.29 1.72
H -1.29 -3.76 -0.13
H -3.88 -1.24 -1.24
H -3.78 -2.97 -0.88
H -1.91 -3.24 -2.47
C -0.75 1.55 -2.72
H -1.51 1.49 -1.94
H -0.53 2.61 -2.91
H 0.05 -0.62 -5.10
H 0.63 1.04 -5.23
H 0.23 2.98 -0.72
H 1.19 3.21 1.53
H 4.87 0.40 1.75
H 5.52 -0.03 3.34
H 5.28 1.67 2.91

***

[3]
4 unconnected molecules or ions with the total composition C21H46NO9S at a distorted geometry, computed with wB97M-V/def2-TZVPD.

Properties
total charge: +1
HOMO energy: -12.0 eV
M: 488.66 Da
max |F|: 0.0462 hartree/bohr
calculated total energy: -53268.9631 eV

Geometry (Å):
C 2.76 -4.50 0.63
C 1.22 -4.30 0.49
C 0.96 -3.40 -0.76
C -0.37 -2.61 -0.71
N -1.58 -3.48 -0.37
S -1.61 -4.84 -1.49
C -2.80 -2.58 -0.39
C -4.08 -3.13 -1.05
C -4.79 -4.31 -0.25
C -4.24 -4.52 1.20
C -4.82 -5.65 -1.08
H 3.18 -4.41 -0.39
H 3.02 -5.51 0.98
H 3.22 -3.71 1.23
H 0.81 -3.75 1.36
H 0.74 -5.29 0.39
H 1.77 -2.65 -0.75
H 1.11 -3.96 -1.70
H -0.52 -2.20 -1.72
H -0.27 -1.81 0.03
H -1.39 -3.81 0.58
H -1.05 -4.28 -2.61
H -2.99 -2.23 0.63
H -2.53 -1.67 -0.95
H -3.97 -3.37 -2.12
H -4.80 -2.29 -1.03
H -5.85 -4.03 -0.14
H -4.73 -5.43 1.58
H -3.16 -4.71 1.26
H -4.59 -3.70 1.84
H -4.15 -6.37 -0.58
H -4.36 -5.46 -2.06
H -5.84 -6.04 -1.19
C 4.19 2.30 -1.83
C 5.03 2.18 -0.57
O 4.21 2.22 0.61
C 3.54 1.11 0.88
O 3.57 0.09 0.25
O 2.82 1.33 1.98
C 1.98 0.23 2.34
H 3.56 3.19 -1.79
H 4.82 2.35 -2.71
H 3.52 1.44 -1.94
H 5.70 3.04 -0.51
H 5.64 1.29 -0.58
H 2.55 -0.69 2.43
H 1.19 0.12 1.59
H 1.53 0.46 3.30
C 5.91 6.97 1.51
C 6.65 5.66 1.76
O 7.61 5.40 0.72
C 8.73 6.12 0.79
O 9.00 6.93 1.62
O 9.49 5.78 -0.25
C 10.69 6.55 -0.36
H 5.46 6.97 0.52
H 5.13 7.11 2.26
H 6.59 7.82 1.56
H 5.94 4.84 1.73
H 7.13 5.65 2.74
H 11.26 6.52 0.57
H 10.45 7.58 -0.62
H 11.29 6.11 -1.16
C -9.23 2.59 -1.48
C -8.19 1.71 -2.13
O -7.18 1.30 -1.20
C -7.55 0.35 -0.35
O -8.61 -0.20 -0.31
O -6.51 0.10 0.47
C -6.81 -0.84 1.49
H -8.76 3.45 -0.99
H -9.94 2.96 -2.22
H -9.79 2.05 -0.72
H -7.67 2.28 -2.91
H -8.64 0.84 -2.61
H -7.19 -1.77 1.07
H -7.52 -0.42 2.20
H -5.88 -1.06 2.02

***

[4]
A molecular structure, C27H45BrMgN2O2P2 at a distorted geometry, computed with wB97M-V/def2-TZVPD.

Properties
total charge: +2
HOMO energy: -11.6 eV
M: 595.83 Da
max |F|: 0.0558 hartree/bohr
energy relative to the best compared isomer or geometry (same formula, charge and spin): 0.0 kJ/mol
calculated total energy: -129855.5169 eV

Geometry (Å):
N -6.55 5.23 -4.63
C -6.36 5.66 -3.38
C -5.58 4.97 -2.44
C -4.95 3.76 -2.81
C -5.25 3.29 -4.12
C -6.02 4.07 -5.00
C -4.01 3.02 -1.98
Mg -0.16 -0.05 1.56
P 5.32 -0.73 0.73
C -3.21 2.07 -2.57
C -1.99 1.53 -2.03
C -1.01 1.09 -2.95
C 0.32 1.00 -2.54
C 0.62 1.39 -1.22
C -0.34 1.72 -0.26
C -1.70 1.68 -0.65
Br 2.32 0.82 -0.53
H -3.90 3.33 -0.94
H -3.39 1.89 -3.63
H -5.46 5.40 -1.46
H -4.89 2.34 -4.49
H -6.83 6.62 -3.13
H -6.19 3.74 -6.02
H -1.27 0.90 -3.99
H -2.53 1.90 0.03
H 1.12 0.64 -3.19
H -0.08 2.13 0.73
P -0.36 -2.08 0.24
C 5.29 1.09 0.97
C 6.38 1.90 0.28
H 5.38 1.18 2.06
H 4.27 1.41 0.69
H 6.24 2.96 0.52
H 7.36 1.60 0.67
H 6.37 1.78 -0.80
C 4.65 -1.17 -0.95
C 5.38 -2.26 -1.73
H 4.64 -0.23 -1.54
H 3.60 -1.48 -0.77
H 4.96 -2.30 -2.74
H 6.45 -2.05 -1.78
H 5.23 -3.23 -1.24
C 4.16 -1.44 1.95
C 4.93 -1.96 3.17
H 3.66 -2.25 1.40
H 3.40 -0.69 2.22
H 4.31 -2.70 3.67
H 5.87 -2.42 2.89
H 5.13 -1.14 3.85
C -0.37 -3.38 1.54
C -1.47 -4.44 1.43
H -0.47 -2.86 2.51
H 0.63 -3.83 1.52
H -2.45 -3.99 1.66
H -1.50 -4.90 0.44
H -1.28 -5.24 2.16
C 0.71 -2.77 -1.07
C 0.20 -2.48 -2.49
H 0.79 -3.86 -0.90
H 1.70 -2.32 -0.91
H -0.80 -2.92 -2.66
H 0.13 -1.39 -2.66
H 0.90 -2.91 -3.22
C -2.03 -1.94 -0.42
C -3.14 -1.62 0.59
H -2.28 -2.87 -0.98
H -1.96 -1.10 -1.15
H -3.63 -0.67 0.35
H -3.92 -2.39 0.62
H -2.76 -1.54 1.62
N -0.99 1.24 5.81
C -1.79 0.19 5.11
C -1.08 -0.03 3.83
O -1.45 -0.93 3.01
O -0.09 0.73 3.53
H -0.13 0.84 6.23
H -1.51 1.66 6.58
H -0.69 1.96 5.11
H -1.82 -0.72 5.71
H -2.81 0.55 4.98